Model a:
Molecular formula: C3H10OS
Method: DFT, ωB97M-V with the def2-TZVPD basis set

Each line ends with the Löwdin charge.
Element x y z (Å)
C (-0.1455, -1.4307, 2.3720)  -0.526
S (1.2002, -0.5779, 3.1609)  0.616
H (-1.0950, -1.3717, 2.8863)  0.030
H (-0.2187, -1.0291, 1.3613)  -0.004
H (0.1741, -2.4528, 2.1605)  0.025
H (1.2308, -1.3423, 4.2805)  -0.153
C (0.2017, 0.4378, -1.4189)  -0.301
O (-0.3368, 0.9598, -0.1944)  -0.098
C (-0.3228, 1.1284, -2.6687)  -0.094
H (1.2897, 0.4682, -1.3846)  0.109
H (-0.2029, -0.5734, -1.3964)  0.108
H (-0.2872, 1.9068, -0.1631)  0.070
H (-0.3773, 0.4420, -3.5157)  0.072
H (-1.3762, 1.4143, -2.6023)  0.075
H (0.2660, 2.0205, -2.8774)  0.070

The molar mass is 94.18 g mol⁻¹. Its HOMO-LUMO gap is 9.692 eV. The SMILES is CCO.CS. As for the net charge: 0.


Model b:
Molecular formula: C3H10OS
Method: DFT, ωB97M-V with the def2-TZVPD basis set

Each line ends with the Löwdin charge.
Element x y z (Å)
C (0.4628, -1.1782, 2.2687)  -0.528
S (0.4273, -2.8567, 1.6197)  0.634
H (-0.1511, -0.3933, 1.8297)  0.000
H (0.3062, -1.0928, 3.3970)  0.044
H (1.5513, -0.8678, 2.0380)  0.052
H (-0.8302, -3.1635, 1.4607)  -0.199
C (-0.1918, 0.4159, -1.1543)  -0.392
O (1.1574, 0.3396, -0.8974)  -0.114
C (-0.7399, 1.7323, -1.5951)  -0.091
H (-0.3896, -0.4544, -1.8512)  0.129
H (-0.6474, 0.1054, -0.1938)  0.093
H (1.6281, 1.0252, -1.5294)  0.148
H (-0.7198, 1.7812, -2.8101)  0.133
H (-1.6473, 1.9432, -1.2333)  0.014
H (-0.2161, 2.6639, -1.3492)  0.077

The molar mass is 94.18 g mol⁻¹. Its HOMO-LUMO gap is 9.805 eV. The SMILES is CCO.CS. As for the net charge: 0.


Energy relative to the most stable one, in kcal/mol: model a 0.0; model b 22.5


Model a:
Molecular formula: C3H3N2O
Method: DFT, ωB97M-V with the def2-TZVPD basis set

Each line ends with the Löwdin charge.
Element x y z (Å)
C (-0.5127, 0.9642, -0.7287)  -0.001
C (-0.2773, -0.2647, 1.1648)  -0.098
C (0.4866, 0.0128, -1.2062)  -0.078
N (-0.9719, 0.7489, 0.4225)  0.150
N (0.4867, -0.9668, 0.4686)  0.209
O (1.2988, -0.3570, -1.8837)  0.346
H (-0.8827, 1.7623, -1.2436)  0.126
H (-0.6778, -0.1405, 2.2308)  0.186
H (1.0503, -1.7594, 0.7755)  0.159

The molar mass is 83.07 g mol⁻¹. Its HOMO-LUMO gap is 9.757 eV. As for the net charge: +1.


Model b:
Molecular formula: C3H3N2O
Method: DFT, ωB97M-V with the def2-TZVPD basis set

Each line ends with the Löwdin charge.
Element x y z (Å)
C (1.0946, 2.6206, -0.3261)  -0.076
C (0.0798, 1.4782, -0.1502)  -0.109
C (0.0637, 0.1018, -0.0313)  0.041
N (-0.2931, 2.6842, -0.1039)  0.327
N (1.9205, 2.9641, -1.1339)  0.080
O (2.9813, 3.1123, -1.5582)  0.277
H (1.0095, -0.2324, -0.3433)  0.104
H (-1.0245, -0.2459, -0.3793)  0.199
H (-0.2079, -0.1855, 1.0200)  0.155

The molar mass is 83.07 g mol⁻¹. Its HOMO-LUMO gap is 8.770 eV. The SMILES is Cc1nc1=[N+]=O. As for the net charge: +1.


Model c:
Molecular formula: C3H3N2O
Method: DFT, ωB97M-V with the def2-TZVPD basis set

Each line ends with the Löwdin charge.
Element x y z (Å)
C (-0.2776, 0.1363, -0.0423)  0.046
C (-3.6511, -0.0348, 0.0102)  -0.223
C (-1.3914, 0.8488, 0.0192)  0.015
N (-2.4234, -0.0585, -0.1717)  0.129
N (0.6801, -0.6187, 0.0662)  0.276
O (-4.7590, -0.2637, 0.0819)  0.294
H (-1.4706, 1.8661, 0.1490)  0.126
H (1.0634, -1.0599, -0.7369)  0.160
H (0.7272, -1.2509, 0.8497)  0.176

The molar mass is 83.07 g mol⁻¹. Its HOMO-LUMO gap is 9.664 eV. The SMILES is [NH2+]=C=C[N+]#C[O-]. As for the net charge: +1.


Energy relative to the most stable one, in kcal/mol: model a 6.9; model b 106.8; model c 0.0


Model a:
Molecular formula: C6H16O2
Method: DFT, ωB97M-V with the def2-TZVPD basis set

Each line ends with the Löwdin charge.
Element x y z (Å)
O (-0.9082, -1.5149, 0.8152)  -0.077
C (-2.9622, -3.8867, 2.9222)  -0.113
C (-1.8737, -1.8586, 1.7272)  -0.335
C (-1.7624, -3.3650, 2.0350)  -0.234
H (-0.0953, -1.1730, 1.2427)  0.106
H (-2.8284, -4.9400, 3.2209)  0.064
H (-3.9597, -3.7745, 2.4651)  0.069
H (-2.9165, -3.2562, 3.8261)  0.063
H (-2.8422, -1.5947, 1.2605)  0.124
H (-1.7875, -1.2856, 2.6704)  0.122
H (-0.7889, -3.5663, 2.5220)  0.107
H (-1.7975, -3.9524, 1.0973)  0.105
O (1.8387, 3.4845, -0.3290)  -0.110
C (1.9988, 1.6410, -2.7706)  -0.109
C (1.7608, 3.9691, -1.6946)  -0.261
C (2.5739, 3.0974, -2.6806)  -0.237
H (1.8918, 2.5113, -0.2269)  0.075
H (2.1374, 1.1097, -1.8140)  0.060
H (2.5223, 1.0806, -3.5633)  0.069
H (0.9218, 1.6630, -3.0079)  0.076
H (2.0579, 5.0343, -1.7446)  0.116
H (0.6763, 3.9118, -1.9091)  0.109
H (3.6393, 3.1056, -2.3802)  0.108
H (2.5035, 3.5596, -3.6840)  0.104

The molar mass is 120.19 g mol⁻¹. Its HOMO-LUMO gap is 10.731 eV. The SMILES is CCCO.CCCO. As for the net charge: 0.


Model b:
Molecular formula: C6H16O2
Method: DFT, ωB97M-V with the def2-TZVPD basis set

Each line ends with the Löwdin charge.
Element x y z (Å)
C (-0.8655, 1.4190, -1.5086)  -0.194
O (-1.5192, 2.3769, -0.6097)  -0.118
C (0.6177, 1.3392, -1.0268)  -0.175
C (0.6955, 0.5035, 0.2657)  -0.372
C (1.9295, 0.9153, 1.0914)  -0.068
C (0.9037, -0.9860, -0.2435)  -0.184
C (-0.0208, -2.0393, 0.5049)  -0.096
H (-1.1390, 1.8155, -2.4654)  0.103
H (-1.3836, 0.4974, -1.1979)  0.120
H (-1.1967, 3.2547, -0.8571)  0.075
H (1.2477, 0.8422, -1.7750)  0.110
H (0.8887, 2.3481, -0.7157)  0.105
H (-0.2599, 0.6866, 0.7070)  0.111
H (2.7916, 1.1930, 0.4578)  0.084
H (2.2448, -0.0414, 1.5591)  0.074
H (1.7226, 1.7607, 1.7687)  0.082
H (1.8729, -1.2347, 0.1509)  0.072
H (0.8175, -1.1851, -1.3206)  0.106
H (-0.6894, -1.4391, 1.1009)  0.042
H (0.5292, -2.6824, 1.1598)  0.058
H (-0.5998, -2.5705, -0.2334)  0.055
H (-3.2467, -1.8542, 1.5795)  0.052
H (-2.5118, -2.9092, 0.8926)  0.038
O (-2.8290, -2.0102, 0.7155)  -0.081

The molar mass is 120.19 g mol⁻¹. Its HOMO-LUMO gap is 10.828 eV. The SMILES is CC[C@@H](C)CCO.O. As for the net charge: 0.


Energy relative to the most stable one, in kcal/mol: model a 0.0; model b 13.4


Model a:
Molecular formula: C6H8S
Method: DFT, ωB97M-V with the def2-TZVPD basis set

Each line ends with the Löwdin charge.
Element x y z (Å)
C (0.0505, 1.5691, -0.6911)  -0.156
C (-0.5672, 0.6210, 0.2716)  -0.213
C (-0.9396, -0.6823, -0.3949)  -0.746
C (0.5431, 1.4587, -1.9004)  0.004
C (0.2537, -0.6384, 0.4712)  -0.291
C (0.2201, -1.5051, 1.7899)  -0.045
S (-1.9253, -1.4780, -1.3631)  0.730
H (-0.0538, 2.7198, -0.4038)  0.139
H (-1.1868, 1.0595, 0.9007)  0.090
H (0.8576, 2.2623, -2.4893)  0.044
H (0.7643, 0.4952, -2.2203)  0.039
H (1.1917, -0.8534, -0.0266)  0.142
H (-0.8241, -1.3374, 2.1694)  0.092
H (1.1026, -1.1023, 2.3272)  0.073
H (0.5132, -2.5886, 1.5596)  0.097

The molar mass is 112.20 g mol⁻¹. Its HOMO-LUMO gap is 8.078 eV. The SMILES is C=C[C@H]1C(=S)[C@@H]1C. As for the net charge: 0.


Model b:
Molecular formula: C6H8S
Method: DFT, ωB97M-V with the def2-TZVPD basis set

Each line ends with the Löwdin charge.
Element x y z (Å)
C (-1.1504, -0.1438, 0.5298)  -0.680
C (-0.3535, 1.1270, 0.3797)  -0.174
C (0.8827, 1.2223, -0.1102)  -0.094
C (1.6509, -0.0131, -0.6476)  -0.177
C (0.9611, -1.2839, -0.1813)  -0.117
C (-0.2561, -1.3892, 0.3556)  -0.134
H (-3.2313, 1.0559, -0.1602)  -0.097
H (-1.5480, -0.1184, 1.5887)  0.110
H (-0.9232, 2.0729, 0.6103)  0.113
H (1.3460, 2.2097, -0.2019)  0.098
H (1.7356, 0.0370, -1.7780)  0.126
H (2.7305, -0.0967, -0.3121)  0.117
H (1.5791, -2.2372, -0.1906)  0.119
H (-0.8014, -2.2785, 0.6950)  0.104
S (-2.6220, -0.1641, -0.5772)  0.686

The molar mass is 112.20 g mol⁻¹. Its HOMO-LUMO gap is 9.844 eV. The SMILES is SC1C=CCC=C1. As for the net charge: 0.


Model c:
Molecular formula: C6H8S
Method: DFT, ωB97M-V with the def2-TZVPD basis set

Each line ends with the Löwdin charge.
Element x y z (Å)
C (-1.7599, 0.8829, 1.5053)  -0.017
C (-0.7811, 0.3306, 0.7772)  -0.618
C (0.8630, 0.2507, -1.4112)  -0.476
C (1.5887, -0.8890, -0.7219)  -0.263
C (1.3965, -0.8868, 0.7665)  -0.116
C (0.3813, -0.3308, 1.4166)  -0.127
H (-2.5802, 1.3865, 1.0748)  0.040
H (-1.7202, 0.7969, 2.5737)  0.056
H (0.8994, 0.1663, -2.4845)  0.065
H (1.2993, 1.2044, -1.1226)  0.081
H (2.6689, -0.8054, -0.9591)  0.117
H (1.2612, -1.8430, -1.1482)  0.114
H (2.1917, -1.4097, 1.3671)  0.120
H (0.3548, -0.3556, 2.4925)  0.102
S (-0.9066, 0.2947, -0.9868)  0.920

The molar mass is 112.20 g mol⁻¹. Its HOMO-LUMO gap is 9.148 eV. The SMILES is C=C1C=CCCS1. As for the net charge: 0.


Energy relative to the most stable one, in kcal/mol: model a 64.7; model b 13.3; model c 0.0